The following is a DFT calculation (ωB97M-V/def2-TZVPD) of a molecular structure, C27H39GaO6 at a distorted geometry.

ORCA input file:
```
! wB97M-V def2-TZVPD RIJCOSX def2/J DEFGRID3
* xyz -2 1
C 4.05839 1.87408 -0.32013
C 3.23959 1.48243 0.95325
C 3.79831 0.79402 -1.39879
C 3.35548 -0.42923 -0.59043
H 4.71216 0.62285 -1.97672
H 2.99308 1.13755 -2.06540
C 2.51808 0.19399 0.58959
H 2.56121 2.29966 1.22371
H 3.93385 1.27537 1.78363
C 1.07660 0.46055 0.13719
H 2.50130 -0.52498 1.42617
H 4.24681 -0.87171 -0.11649
C 2.64068 -1.49746 -1.31839
C 3.72362 3.22487 -0.90982
C 5.56906 2.00421 -0.04095
O 6.35078 1.21127 -0.50452
O 2.74156 3.89436 -0.61975
O 4.65156 3.62114 -1.79558
O 6.02278 3.06605 0.66989
C 5.23112 3.92151 1.53929
H 4.30474 3.45182 1.91060
H 5.00756 4.85849 1.00794
H 5.90413 4.12804 2.37702
C 4.35775 4.88015 -2.39847
H 3.45906 4.80545 -3.02033
H 5.22906 5.11048 -3.00564
H 4.20212 5.64936 -1.63467
O 0.56641 -0.79703 -0.21240
H 1.04719 1.14915 -0.73313
H 0.53086 0.98873 0.95534
C 2.75994 -2.86068 -0.79810
C 2.14119 -1.27337 -2.67867
H 2.89708 -0.86228 -3.37068
H 1.29032 -0.57430 -2.67070
H 1.78836 -2.22222 -3.10347
H 1.81332 -3.39427 -0.95096
H 3.00606 -2.85274 0.27100
H 3.54458 -3.44611 -1.31335
Ga -1.55672 -0.98580 -0.10845
C -2.32806 -2.72243 2.49005
C -1.01146 -2.29970 2.43657
C -0.99604 -0.84305 2.48986
H -0.11177 -2.91270 2.40924
C -2.32278 -0.39715 2.49235
C -3.21496 -1.55472 2.51749
H -4.15870 -1.53445 3.05920
H -2.69549 -3.74093 2.54315
H -0.10086 -0.24744 2.65341
H -2.67295 0.63177 2.55827
C -3.04739 -0.04125 -2.01709
C -4.08552 0.37337 -1.14985
C -3.57420 1.33390 -0.24008
H -5.13841 0.10895 -1.25005
C -2.21988 1.57112 -0.54407
C -1.84262 0.67283 -1.62747
H -0.94938 0.77726 -2.24724
H -3.13762 -0.69841 -2.88070
H -4.16714 1.85217 0.50994
H -1.57849 2.35345 -0.13382
C -5.25347 -2.88322 -0.72379
C -5.26118 -2.34481 0.70206
C -6.50970 -1.49170 0.91025
C -5.34984 -3.52155 1.66053
O -4.09963 -1.57197 0.85524
H -6.17590 -3.44263 -0.91914
H -4.39821 -3.55257 -0.86013
H -5.17604 -2.06867 -1.44753
H -7.40102 -2.12648 0.82468
H -6.50303 -1.03695 1.90590
H -6.58100 -0.70146 0.15768
H -4.51371 -4.20694 1.49748
H -5.35737 -3.18024 2.69957
H -6.28525 -4.06681 1.47941
*
```

## Properties
Gap between HOMO and LUMO (alpha / beta), eV: 2.84 / 2.73
E_HOMO (alpha / beta), eV: 1.09 / 1.20
Energy relative to the best compared isomer or geometry (same formula, charge and spin), eV: 0.000



The following is a DFT calculation (ωB97M-V/def2-TZVPD) of a molecular structure, C27H39HfI2N6O3S2Se2.

ORCA input file:
```
! wB97M-V def2-TZVPD RIJCOSX def2/J DEFGRID3
* xyz 1 1
Hf -1.02698 -1.52682 -0.84442
C 3.99779 2.87096 0.37562
C 3.84546 1.36733 0.21511
N 2.80131 1.02626 -0.74394
C 1.65009 0.39266 -0.46146
S 0.54392 0.25003 -1.81447
N 1.44727 -0.03487 0.75873
N 0.21994 -0.63824 0.94074
C 0.05471 -1.21250 2.08664
C 1.08864 -1.34818 3.15082
C -1.29740 -1.75577 2.32793
C -1.70673 -2.10371 3.60450
C -3.03170 -2.45592 3.81280
C -3.89699 -2.43139 2.73763
C -3.40334 -2.11569 1.48353
N -2.12408 -1.80127 1.26275
H 4.77542 3.09855 1.10553
H 4.27806 3.34596 -0.56653
H 3.06801 3.32267 0.72294
H 4.78145 0.91659 -0.12083
H 3.58705 0.89578 1.15966
H 2.93975 1.28180 -1.70736
H 2.06183 -1.04561 2.78047
H 0.83786 -0.73893 4.02284
H 1.12248 -2.39074 3.47000
H -1.00454 -2.08001 4.42330
H -3.37726 -2.72780 4.80105
H -4.94485 -2.67035 2.84816
H -4.04605 -2.13760 0.61732
I -0.40739 -0.72106 -5.86461
C -2.39531 -0.74988 -5.13557
I -2.71015 0.17276 -3.26003
H -2.71929 -1.78042 -5.04323
H -2.99990 -0.21785 -5.85991
O -0.94227 -7.14667 -2.03349
C -0.82067 -6.11699 -2.99675
C -0.75481 -4.77372 -2.25555
C -0.66833 -3.72593 -3.36313
O -0.43452 -2.40590 -2.82758
C 0.52317 -4.77011 -1.41003
Se 0.80812 -3.26608 -0.17162
C -2.02092 -4.64129 -1.36382
Se -3.08131 -2.99654 -1.64664
H -0.98711 -7.99652 -2.48138
H -1.68651 -6.10839 -3.67127
H 0.08486 -6.25333 -3.60048
H -1.59395 -3.69979 -3.93844
H 0.16761 -3.95276 -4.02690
H 0.16469 -1.88762 -3.38703
H 1.39778 -4.81130 -2.06202
H 0.53042 -5.66143 -0.78743
H -1.74600 -4.72061 -0.31485
H -2.71279 -5.45362 -1.57202
C 1.54789 5.00880 -2.11484
C 0.72396 3.78709 -1.73381
C -0.73903 4.16873 -1.58389
N -1.60621 3.04549 -1.19466
C -1.55908 2.23986 -0.16515
S -2.58344 0.86074 -0.06361
N -0.71958 2.46715 0.89360
C -0.48975 3.69378 1.54070
O -1.05367 4.70361 1.19905
C 0.44598 3.62654 2.69972
C 0.48368 4.73020 3.54761
C 1.33589 4.72965 4.63848
C 2.15173 3.63279 4.88374
C 2.12157 2.53571 4.03501
C 1.27019 2.52833 2.93990
H 2.59946 4.75322 -2.24289
H 1.48593 5.78247 -1.34759
H 1.20268 5.44524 -3.05417
H 1.09588 3.36681 -0.79548
H 0.81949 2.99660 -2.48154
H -1.14419 4.51831 -2.53333
H -0.86599 4.96965 -0.85915
H -2.26404 2.73290 -1.89456
H -0.58604 1.63909 1.45755
H -0.16082 5.57331 3.34027
H 1.36432 5.58562 5.29909
H 2.81702 3.63874 5.73727
H 2.76907 1.68749 4.21806
H 1.30057 1.68396 2.25931
*
```

## Properties
Gap between HOMO and LUMO, eV: 7.12
E_HOMO, eV: -10.26
Energy relative to the best compared isomer or geometry (same formula, charge and spin), eV: 0.000



The following is a DFT calculation (ωB97M-V/def2-TZVPD) of a molecular structure, C27H39N5O11P3RbS at a distorted geometry.

ORCA input file:
```
! wB97M-V def2-TZVPD RIJCOSX def2/J DEFGRID3
* xyz -2 1
Rb 0.58998 0.75018 0.76463
C 4.01698 0.14658 3.89783
C 2.90858 -0.32292 3.17083
N 2.96078 -0.60222 1.89433
C 4.12728 -0.49372 1.24453
C 5.33228 -0.12352 1.90523
C 5.22698 0.23738 3.26553
C 6.54998 -0.12522 1.20153
C 6.56448 -0.48022 -0.12737
C 5.39688 -0.81022 -0.79847
C 4.14478 -0.78962 -0.16517
N 2.98818 -0.90342 -0.82497
C 2.75258 -1.73902 -1.82097
C 3.40168 -2.98822 -1.94407
C 3.04548 -3.91292 -2.90167
C 2.03888 -3.65302 -3.81287
C 1.39318 -2.41042 -3.78957
C 0.39468 -2.05572 -4.72197
C -0.14222 -0.79702 -4.70217
C 0.30738 0.10268 -3.72847
N 1.19318 -0.20812 -2.81097
C 1.74178 -1.42702 -2.80897
H 3.90428 0.42188 4.93783
H 1.95688 -0.47362 3.66003
H 6.11048 0.59398 3.78713
H 7.46008 0.13408 1.72853
H 7.50718 -0.49172 -0.66457
H 5.43358 -1.04142 -1.85437
H 4.17588 -3.22262 -1.22457
H 3.56048 -4.86942 -2.92967
H 1.74838 -4.40112 -4.54057
H 0.07908 -2.79202 -5.45217
H -0.90002 -0.49342 -5.41177
H -0.06532 1.11818 -3.70217
O -1.41292 2.00098 4.72273
P -0.49262 0.97518 3.86293
O -0.05382 -0.14092 4.75543
O -1.15692 0.62658 2.57543
O 0.84958 1.89998 3.58663
P 0.60908 3.31318 2.79503
O 2.16528 3.84128 2.85363
O -0.27272 4.17878 3.63963
O 0.29538 3.13868 1.35633
H -1.16312 2.88738 4.38913
H 2.48768 3.73268 3.74473
C 0.36428 4.34098 -1.51647
O -0.85222 3.81358 -1.06137
H 1.22028 3.76828 -1.14577
H 0.48738 5.38868 -1.19777
H 0.35548 4.30258 -2.60957
H -0.70712 3.57988 -0.12347
C -4.53382 1.94698 -3.62557
C -3.06822 1.62948 -3.33887
O -2.96632 0.49298 -2.51367
P -1.80572 0.54878 -1.27297
O -2.56952 1.43458 -0.18697
C -3.77342 1.02638 0.44223
C -4.66552 2.24428 0.62373
O -2.19322 -0.92072 -0.69587
C -1.62072 -2.09962 -1.23357
C -2.57852 -2.75332 -2.22297
H -4.60072 2.84498 -4.23897
H -5.06182 2.10448 -2.68747
H -5.00152 1.11908 -4.15647
H -2.59252 2.48868 -2.85197
H -2.54802 1.42108 -4.28387
H -3.51272 0.60718 1.41823
H -4.27512 0.26498 -0.16687
H -4.11932 2.99338 1.19013
H -5.57512 1.96678 1.15383
H -4.93472 2.65868 -0.34607
H -1.42972 -2.77482 -0.39347
H -0.66772 -1.88622 -1.72577
H -3.52342 -2.98862 -1.73627
H -2.14802 -3.66682 -2.62387
H -2.76792 -2.06132 -3.03717
C -2.99632 -1.04492 4.29013
N -1.89502 -1.91252 3.96473
C -1.93172 -2.79582 2.97223
N -3.11502 -2.94982 2.28063
S -0.69582 -3.86292 2.66903
H -2.63082 -0.31292 5.00513
H -3.81992 -1.62282 4.72293
H -3.36042 -0.48682 3.42273
H -0.98522 -1.51212 4.24833
H -3.63222 -2.10072 2.10323
H -3.03162 -3.56472 1.48413
*
```

## Properties
Gap between HOMO and LUMO, eV: 5.21
E_HOMO, eV: -1.43
Energy relative to the best compared isomer or geometry (same formula, charge and spin), eV: 0.000